A molecular structure, C32H58N4O12P2SSeW at a distorted geometry, computed with the ωB97M-V functional and the def2-TZVPD basis.

Geometry (Å):
W: -0.554 0.903 1.294
N: 0.428 1.892 3.145
C: -0.155 1.196 4.326
C: -0.498 -0.269 3.932
O: -0.447 -1.176 4.724
O: -0.849 -0.370 2.685
H: 1.435 1.669 3.125
H: 0.350 2.907 3.302
H: -1.094 1.686 4.622
H: 0.518 1.184 5.189
C: -1.035 -3.259 -3.828
C: -1.359 -3.583 -2.379
C: -0.438 -4.648 -1.818
O: -1.280 -2.323 -1.648
P: -0.669 -1.946 -0.268
O: -1.039 -0.484 -0.146
C: 1.128 -2.205 -0.240
P: 1.820 -1.304 1.172
O: 1.416 0.145 1.165
O: 1.195 -1.879 2.493
C: 1.430 -3.102 3.260
C: 2.672 -2.949 4.115
C: 1.506 -4.344 2.392
O: 3.348 -1.573 1.087
C: 4.491 -0.838 1.619
C: 5.303 -0.307 0.452
C: 4.085 0.273 2.570
O: -1.186 -2.882 0.876
C: -2.186 -2.850 1.953
C: -2.708 -4.269 2.096
C: -3.288 -1.844 1.680
H: -1.144 -4.148 -4.440
H: -0.007 -2.908 -3.894
H: -1.708 -2.492 -4.200
H: -2.402 -3.903 -2.279
H: 0.598 -4.381 -2.012
H: -0.646 -5.591 -2.317
H: -0.607 -4.781 -0.751
H: 1.563 -1.815 -1.160
H: 1.359 -3.263 -0.179
H: 0.545 -3.132 3.905
H: 3.563 -2.910 3.493
H: 2.748 -3.805 4.777
H: 2.610 -2.055 4.730
H: 2.393 -4.318 1.759
H: 0.617 -4.458 1.780
H: 1.580 -5.210 3.044
H: 5.061 -1.606 2.154
H: 4.756 0.486 -0.051
H: 5.516 -1.101 -0.257
H: 6.241 0.101 0.816
H: 3.615 1.073 2.003
H: 4.980 0.666 3.047
H: 3.407 -0.099 3.336
H: -1.625 -2.570 2.852
H: -3.321 -4.550 1.244
H: -3.309 -4.337 2.999
H: -1.884 -4.973 2.182
H: -3.879 -2.142 0.817
H: -2.875 -0.841 1.500
H: -3.938 -1.801 2.551
C: -6.332 5.490 -1.819
C: -5.387 4.691 -0.981
C: -4.031 4.974 -0.948
C: -3.149 4.272 -0.129
C: -1.723 4.734 -0.073
C: -3.652 3.225 0.638
Se: -2.458 2.163 1.898
C: -5.020 2.928 0.650
C: -5.584 1.859 1.531
C: -5.860 3.667 -0.169
H: -5.804 6.078 -2.565
H: -6.893 6.175 -1.183
H: -7.051 4.842 -2.316
H: -3.645 5.789 -1.542
H: -1.314 4.851 -1.076
H: -1.095 4.042 0.501
H: -1.690 5.709 0.415
H: -5.261 0.874 1.191
H: -6.669 1.893 1.530
H: -5.223 2.005 2.550
H: -6.918 3.452 -0.160
C: 5.060 0.239 -3.514
C: 3.995 -0.675 -4.063
S: 2.427 -0.496 -3.163
O: 1.764 -1.784 -3.175
O: 2.599 0.034 -1.824
C: 1.270 0.601 -4.094
C: 1.300 2.064 -3.675
N: 1.096 2.233 -2.252
C: -0.034 1.957 -1.567
N: 0.157 2.101 -0.248
C: 1.456 2.520 -0.083
C: 2.063 2.570 -1.321
N: 3.428 2.742 -1.546
O: 4.133 2.741 -0.540
O: 3.835 2.855 -2.703
C: -1.349 1.618 -2.159
H: 6.013 0.034 -3.994
H: 5.168 0.084 -2.443
H: 4.814 1.285 -3.678
H: 4.247 -1.728 -3.953
H: 3.765 -0.476 -5.106
H: 0.300 0.137 -3.919
H: 1.518 0.504 -5.148
H: 0.505 2.598 -4.209
H: 2.266 2.521 -3.919
H: 1.882 2.826 0.860
H: -1.558 2.261 -3.013
H: -2.130 1.759 -1.404
H: -1.383 0.578 -2.488

- net charge = +2
- energy (eV) = -161231.4439


A molecular structure, C32H59Br15HgN3O3 at a distorted geometry, computed with the ωB97M-V functional and the def2-TZVPD basis.

Geometry (Å):
Hg: -0.770 -0.131 -0.509
C: 1.725 -0.612 -4.399
C: 1.261 0.438 -3.363
C: 1.826 1.820 -3.674
C: 1.080 2.582 -4.740
C: -0.411 2.621 -4.418
C: -1.035 1.247 -4.086
N: -0.172 0.550 -3.130
O: -0.767 -0.715 -2.776
C: -1.289 0.503 -5.408
C: -2.371 1.521 -3.423
C: 1.953 0.041 -2.058
H: 2.783 -0.428 -4.628
H: 1.241 -0.634 -5.368
H: 1.710 -1.585 -3.909
H: 2.890 1.774 -3.965
H: 2.035 2.390 -2.756
H: 1.183 2.134 -5.736
H: 1.518 3.580 -4.832
H: -0.876 2.987 -5.333
H: -0.594 3.336 -3.616
H: -0.385 0.191 -5.920
H: -1.783 1.176 -6.121
H: -1.996 -0.308 -5.234
H: -2.910 0.645 -3.071
H: -3.001 2.094 -4.117
H: -2.272 2.220 -2.590
H: 1.813 -1.017 -1.835
H: 1.680 0.660 -1.196
H: 3.043 0.126 -2.163
C: 1.604 -3.125 -0.033
C: 0.482 -3.984 -0.633
C: 0.899 -5.426 -0.320
C: 0.487 -5.914 1.053
C: -0.982 -5.624 1.331
C: -1.335 -4.155 1.092
N: -0.878 -3.716 -0.216
O: -1.250 -2.425 -0.481
C: -0.912 -3.283 2.275
C: -2.867 -4.154 1.084
C: 0.565 -3.823 -2.145
H: 1.835 -3.269 1.025
H: 1.319 -2.071 -0.112
H: 2.535 -3.153 -0.606
H: 1.960 -5.643 -0.479
H: 0.453 -6.086 -1.083
H: 1.088 -5.438 1.845
H: 0.743 -6.978 1.115
H: -1.268 -6.024 2.304
H: -1.456 -6.257 0.567
H: -1.338 -2.278 2.235
H: 0.176 -3.222 2.389
H: -1.269 -3.736 3.209
H: -3.391 -4.540 1.962
H: -3.198 -4.838 0.291
H: -3.278 -3.187 0.790
H: -0.179 -4.408 -2.692
H: 1.531 -4.147 -2.547
H: 0.380 -2.777 -2.406
C: 1.138 -0.412 2.028
C: 0.561 0.950 2.369
C: 1.722 1.945 2.208
C: 1.291 3.410 2.235
C: 0.378 3.573 1.044
C: -0.887 2.688 1.109
N: -0.505 1.295 1.409
O: -1.653 0.439 1.643
C: -1.406 2.786 -0.322
C: -1.900 3.222 2.097
C: 0.136 0.973 3.828
H: 1.570 -0.433 1.025
H: 0.436 -1.239 2.118
H: 1.964 -0.603 2.727
H: 2.359 1.707 1.354
H: 2.360 1.828 3.094
H: 2.178 4.042 2.175
H: 0.784 3.582 3.186
H: 0.927 3.369 0.118
H: 0.062 4.620 0.942
H: -1.751 3.803 -0.542
H: -2.326 2.193 -0.403
H: -0.661 2.523 -1.077
H: -2.283 4.192 1.774
H: -1.534 3.231 3.123
H: -2.754 2.553 2.123
H: 0.965 0.851 4.538
H: -0.527 0.154 4.112
H: -0.335 1.915 4.104
C: -1.592 -0.227 7.177
Br: -2.274 1.330 6.242
Br: -1.706 -1.696 5.933
Br: -2.593 -0.569 8.783
H: -0.562 -0.054 7.451
C: 6.243 2.939 -0.653
Br: 6.823 4.508 0.355
Br: 6.672 3.119 -2.525
Br: 4.320 2.832 -0.432
H: 6.762 2.064 -0.294
C: 1.512 -2.798 4.655
Br: 0.643 -4.221 5.626
Br: 2.732 -3.537 3.341
Br: 2.423 -1.579 5.864
H: 0.765 -2.280 4.067
C: -4.870 0.849 2.922
Br: -4.941 2.631 3.720
Br: -5.939 0.558 1.346
Br: -5.216 -0.502 4.259
H: -3.819 0.711 2.665
C: -1.098 6.380 -4.213
Br: -0.317 6.117 -2.488
Br: -2.533 5.083 -4.495
Br: 0.228 6.297 -5.617
H: -1.537 7.363 -4.269

- energy relative to the best compared isomer or geometry (same formula, charge and spin) (eV) = 0.460
- net charge = -1


A molecular structure, C32H60AsF18O18V at a distorted geometry, computed with the ωB97M-V functional and the def2-TZVPD basis.

Geometry (Å):
O: 0.823 0.167 -1.077
V: -0.517 -0.387 -1.673
O: -1.577 -0.518 -0.417
As: -1.300 3.353 -2.091
F: 0.305 3.444 -1.280
F: -1.133 1.558 -2.182
F: -2.893 3.135 -2.904
F: -1.525 5.099 -1.894
F: -0.652 3.498 -3.724
F: -2.034 3.130 -0.428
C: 5.311 -0.085 -2.822
O: 4.369 0.943 -2.929
C: 4.228 1.773 -1.781
C: 3.224 2.933 -2.098
O: 3.725 3.553 -3.256
C: 2.857 4.625 -3.779
H: 6.293 0.387 -2.846
H: 5.431 -0.756 -3.673
H: 5.256 -0.599 -1.863
H: 5.188 2.228 -1.533
H: 3.872 1.221 -0.911
H: 3.094 3.598 -1.244
H: 2.245 2.506 -2.317
H: 1.825 4.336 -3.981
H: 3.251 5.145 -4.652
H: 2.857 5.355 -2.969
C: 1.135 0.677 -4.217
O: 0.006 -0.114 -3.934
C: -1.023 -0.119 -4.865
C: -2.117 -1.126 -4.404
O: -2.068 -1.393 -2.977
C: -3.074 -2.371 -2.710
H: 1.842 0.622 -3.389
H: 0.885 1.723 -4.393
H: 1.664 0.315 -5.098
H: -0.752 -0.317 -5.902
H: -1.466 0.875 -4.815
H: -1.924 -2.020 -4.997
H: -3.122 -0.745 -4.586
H: -3.126 -2.508 -1.630
H: -2.953 -3.304 -3.260
H: -4.056 -1.969 -2.957
C: 0.883 -3.076 -3.472
O: 0.518 -2.628 -2.196
C: 1.390 -3.284 -1.209
C: 0.811 -3.321 0.253
O: 0.464 -2.043 0.736
C: -0.137 -2.038 1.985
H: 0.055 -2.799 -4.125
H: 1.008 -4.156 -3.549
H: 1.840 -2.640 -3.759
H: 2.393 -2.858 -1.234
H: 1.586 -4.322 -1.476
H: 1.500 -3.784 0.960
H: -0.121 -3.876 0.353
H: -1.083 -2.561 2.126
H: -0.359 -1.018 2.299
H: 0.547 -2.352 2.773
C: -2.370 4.675 5.911
O: -1.599 3.604 5.326
C: -1.827 3.490 3.957
C: -0.781 2.533 3.249
O: -1.113 1.109 3.178
C: -2.369 0.907 2.490
H: -3.433 4.572 5.691
H: -2.028 5.690 5.708
H: -2.273 4.573 6.991
H: -1.509 4.462 3.579
H: -2.860 3.356 3.635
H: 0.118 2.685 3.846
H: -0.598 2.915 2.245
H: -2.245 1.253 1.464
H: -3.223 1.471 2.864
H: -2.750 -0.114 2.473
C: -5.434 -3.215 1.649
C: -3.945 -3.310 1.810
O: -3.551 -4.672 1.826
C: -3.030 -5.279 0.705
O: -2.721 -4.643 -0.310
C: -2.665 -6.691 1.022
F: -3.700 -7.400 0.520
F: -1.566 -6.994 0.317
F: -2.525 -6.963 2.353
H: -5.934 -3.739 2.463
H: -5.825 -3.605 0.709
H: -5.680 -2.160 1.768
H: -3.740 -2.842 2.773
H: -3.382 -2.760 1.056
C: 2.088 0.563 2.164
C: 2.930 1.096 3.281
O: 4.219 1.492 2.758
C: 4.813 2.553 3.220
O: 4.381 3.300 4.124
C: 6.141 2.863 2.449
F: 6.302 1.979 1.455
F: 6.135 4.125 1.942
F: 7.225 2.849 3.239
H: 2.480 -0.229 1.526
H: 1.790 1.361 1.483
H: 1.113 0.283 2.564
H: 3.011 0.388 4.106
H: 2.347 1.906 3.718
C: -8.700 0.414 -3.909
C: -7.811 -0.359 -2.909
O: -6.893 0.528 -2.351
C: -5.883 0.137 -1.491
O: -5.675 -1.051 -1.040
C: -4.929 1.213 -1.068
F: -3.887 1.222 -1.902
F: -5.551 2.427 -1.065
F: -4.404 1.100 0.171
H: -9.258 -0.281 -4.536
H: -8.062 0.971 -4.595
H: -9.300 1.187 -3.429
H: -7.309 -1.139 -3.484
H: -8.511 -0.788 -2.192
C: 5.536 -1.282 1.148
C: 5.285 -1.688 2.603
O: 6.009 -0.841 3.517
C: 5.939 -1.076 4.777
O: 5.245 -1.932 5.342
C: 6.774 -0.014 5.606
F: 7.421 0.939 4.902
F: 5.928 0.563 6.452
F: 7.674 -0.638 6.301
H: 4.836 -1.917 0.606
H: 6.562 -1.507 0.860
H: 5.204 -0.271 0.911
H: 5.470 -2.759 2.690
H: 4.210 -1.711 2.783

- energy (eV) = -206450.5910


A molecular structure, C32H60F6N4O16P3S2Ti at a distorted geometry, computed with the ωB97M-V functional and the def2-TZVPD basis.

Geometry (Å):
Ti: -1.095 -2.686 2.096
C: -0.331 -1.807 -2.194
F: -0.944 -0.620 -1.770
F: -0.477 -1.944 -3.511
F: 0.993 -1.907 -1.935
S: -1.229 -3.232 -1.380
O: -2.551 -2.770 -1.133
O: -1.300 -4.386 -2.348
N: -0.317 -3.448 0.123
S: 0.761 -4.465 -0.189
O: 1.205 -4.767 -1.572
O: 1.792 -4.184 0.830
C: -0.111 -6.082 0.582
F: 0.647 -7.142 0.162
F: 0.012 -6.095 1.892
F: -1.452 -6.172 0.220
C: 2.983 -0.341 0.302
C: 2.423 -1.204 1.404
O: 2.374 -0.602 2.737
P: 1.954 -1.502 4.020
O: 0.592 -2.129 3.868
O: 2.011 -0.362 5.169
C: 3.280 0.229 5.543
C: 3.725 -0.486 6.724
O: 3.197 -2.591 4.289
C: 2.891 -3.936 4.698
C: 3.858 -4.968 4.142
H: 2.629 0.687 0.381
H: 4.059 -0.253 0.449
H: 2.777 -0.580 -0.741
H: 1.377 -1.300 1.110
H: 2.852 -2.206 1.392
H: 4.016 0.149 4.743
H: 3.189 1.303 5.705
H: 3.717 -1.571 6.624
H: 4.784 -0.388 6.963
H: 3.150 -0.129 7.578
H: 2.748 -3.997 5.777
H: 1.908 -4.239 4.336
H: 3.892 -5.036 3.055
H: 4.823 -4.620 4.511
H: 3.494 -5.899 4.576
C: 0.363 8.494 -0.022
C: 0.288 7.682 -1.238
O: -1.016 7.346 -1.637
P: -1.183 6.406 -3.006
O: 0.125 6.174 -3.660
O: -2.104 5.157 -2.456
C: -1.802 3.828 -2.830
C: -2.644 2.949 -1.929
O: -2.136 7.357 -3.938
C: -2.195 7.122 -5.343
C: -3.305 6.107 -5.740
H: 1.336 8.533 0.467
H: 0.285 9.537 -0.329
H: -0.490 8.259 0.614
H: 0.810 8.146 -2.075
H: 0.750 6.712 -1.052
H: -2.287 3.803 -3.806
H: -0.751 3.605 -3.013
H: -2.573 1.869 -2.058
H: -2.509 3.274 -0.898
H: -3.650 3.222 -2.248
H: -2.442 8.142 -5.639
H: -1.261 6.732 -5.745
H: -4.142 6.138 -5.042
H: -3.696 6.393 -6.717
H: -2.875 5.115 -5.606
C: 0.278 2.930 0.041
C: -0.187 1.754 0.855
O: -1.600 1.736 1.048
P: -2.138 0.732 2.219
O: -1.485 -0.579 2.106
O: -1.703 1.605 3.454
C: -1.484 0.975 4.743
C: -1.877 1.864 5.883
O: -3.759 0.790 2.160
C: -4.609 1.821 2.733
C: -4.669 3.123 1.969
H: 0.090 2.786 -1.023
H: -0.069 3.893 0.415
H: 1.345 2.933 0.261
H: 0.157 0.824 0.402
H: 0.365 1.758 1.795
H: -2.185 0.163 4.940
H: -0.499 0.519 4.841
H: -1.923 1.370 6.853
H: -1.111 2.620 6.056
H: -2.839 2.330 5.665
H: -5.609 1.430 2.920
H: -4.281 2.057 3.745
H: -3.764 3.723 2.062
H: -4.883 2.962 0.912
H: -5.406 3.854 2.301
N: 4.708 -3.314 -1.497
C: 5.121 -3.036 -0.168
C: 5.985 -1.936 -0.202
C: 6.151 -1.560 -1.557
C: 5.254 -2.342 -2.279
H: 4.049 -4.029 -1.770
H: 4.815 -3.664 0.656
H: 6.554 -1.603 0.653
H: 6.713 -0.724 -1.948
H: 5.055 -2.367 -3.340
N: 2.456 -3.784 -6.524
C: 3.637 -3.594 -7.191
C: 4.255 -2.464 -6.619
C: 3.436 -2.161 -5.479
C: 2.282 -3.035 -5.434
H: 1.779 -4.491 -6.772
H: 3.965 -4.299 -7.941
H: 5.238 -2.045 -6.775
H: 3.546 -1.454 -4.670
H: 1.324 -2.991 -4.936
N: -5.907 -4.149 -1.584
C: -6.573 -3.461 -0.584
C: -7.490 -4.377 -0.116
C: -7.465 -5.513 -0.837
C: -6.375 -5.372 -1.645
H: -5.120 -3.698 -2.027
H: -6.184 -2.490 -0.313
H: -8.181 -4.131 0.676
H: -8.160 -6.338 -0.891
H: -6.225 -5.974 -2.529

- multiplicity = 4
- energy relative to the best compared isomer or geometry (same formula, charge and spin) (eV) = 0.000